# 1
Here is a molecular structure, C37H53MnN6O4PS in a non-equilibrium geometry from the Open Molecules 2025 dataset. Energies are from ωB97M-V/def2-TZVPD.

**Total charge**: +1
**2S+1**: 5
**Frontier orbital gap (alpha / beta)**: 8.40 / 8.94 eV

Last column: Mulliken spin population.
Positions of all 103 atoms, in Å:
Mn1 -1.235 -0.791 1.550  4.2408
C1 0.235 -0.238 2.963  -0.3758
H1 1.139 -0.849 2.963  -0.0012
H2 -0.241 -0.314 3.945  0.0247
H3 0.511 0.807 2.797  0.0160
O1 -0.713 0.925 0.006  0.0429
P1 0.055 2.101 -0.524  -0.0208
C2 -0.236 2.323 -2.342  0.0093
C3 -0.106 0.977 -3.047  0.0012
C4 -0.022 1.189 -4.564  0.0003
C5 -0.810 2.432 -4.985  -0.0001
C6 -2.037 2.595 -4.096  0.0001
C7 -1.616 2.915 -2.652  -0.0019
C8 -0.355 3.635 0.423  -0.0040
C9 -1.853 3.809 0.644  -0.0011
C10 -2.081 4.832 1.764  0.0002
C11 -1.029 5.950 1.732  0.0000
C12 -0.503 6.155 0.316  0.0000
C13 0.263 4.912 -0.160  -0.0002
C14 1.887 1.900 -0.184  0.0091
C15 2.876 2.665 -1.080  -0.0003
C16 3.661 1.719 -1.984  0.0002
C17 4.507 0.743 -1.160  -0.0001
C18 3.751 0.260 0.088  -0.0016
C19 2.246 0.418 -0.097  0.0064
H4 0.544 2.989 -2.715  -0.0030
H5 -0.979 0.377 -2.786  -0.0018
H6 0.777 0.443 -2.693  -0.0003
H7 -0.412 0.308 -5.074  0.0000
H8 1.020 1.303 -4.867  0.0001
H9 -1.105 2.353 -6.029  0.0000
H10 -0.180 3.317 -4.892  0.0000
H11 -2.615 1.670 -4.124  0.0000
H12 -2.677 3.391 -4.476  0.0000
H13 -2.355 2.499 -1.963  0.0005
H14 -1.594 3.998 -2.510  0.0002
H15 0.087 3.424 1.407  -0.0021
H16 -2.304 2.849 0.910  -0.0007
H17 -2.322 4.159 -0.275  -0.0004
H18 -2.046 4.332 2.732  0.0000
H19 -3.079 5.256 1.651  0.0000
H20 -0.192 5.702 2.387  0.0000
H21 -1.468 6.876 2.104  0.0000
H22 0.154 7.024 0.277  -0.0001
H23 -1.343 6.356 -0.350  0.0000
H24 1.308 4.985 0.145  0.0000
H25 0.241 4.881 -1.251  0.0001
H26 1.972 2.297 0.836  0.0013
H27 3.585 3.201 -0.448  0.0000
H28 2.369 3.416 -1.685  0.0000
H29 4.312 2.302 -2.634  0.0000
H30 2.969 1.172 -2.626  -0.0001
H31 5.433 1.229 -0.852  0.0001
H32 4.788 -0.108 -1.784  0.0000
H33 4.055 0.846 0.957  0.0001
H34 3.985 -0.784 0.305  0.0000
H35 1.712 -0.009 0.752  0.0037
H36 1.933 -0.114 -0.997  -0.0001
O2 -2.517 -0.081 2.485  0.0224
N1 -3.137 -0.757 3.400  -0.0491
C20 -4.391 -0.565 3.733  0.0454
C21 -5.272 0.415 3.221  -0.0024
N2 -5.954 1.232 2.791  0.0207
C22 -4.917 -1.502 4.647  -0.0032
N3 -5.334 -2.322 5.335  0.0216
O3 -2.663 -2.761 1.391  0.0168
C23 -2.078 -3.391 2.272  -0.0155
O4 -1.004 -3.029 2.821  0.0221
C24 -2.602 -4.762 2.810  0.0025
N4 -1.787 -4.969 4.034  0.0020
C25 -2.662 -4.624 5.178  0.0006
C26 -4.026 -5.134 4.747  0.0005
C27 -4.072 -4.779 3.256  0.0010
H37 -2.385 -5.522 2.057  -0.0001
H38 -1.032 -4.202 3.856  0.0035
H39 -1.406 -5.909 4.123  -0.0001
H40 -2.684 -3.538 5.271  -0.0004
H41 -2.292 -5.064 6.101  0.0000
H42 -4.822 -4.642 5.298  0.0000
H43 -4.103 -6.212 4.895  -0.0001
H44 -4.521 -3.797 3.111  -0.0006
H45 -4.659 -5.502 2.692  0.0003
S1 1.754 -3.603 -3.511  0.0028
C28 1.087 -2.997 -2.016  0.0043
C29 -0.203 -2.460 -2.047  -0.0096
C30 -0.734 -1.922 -0.898  0.0317
N5 -0.078 -1.888 0.271  -0.0550
C31 1.132 -2.456 0.312  0.0280
C32 1.750 -3.007 -0.789  -0.0069
C33 3.514 -3.476 -3.169  0.0004
C34 4.220 -2.435 -3.747  -0.0002
C35 5.579 -2.351 -3.467  0.0001
N6 6.207 -3.195 -2.671  0.0000
C36 5.524 -4.189 -2.136  0.0001
C37 4.168 -4.393 -2.364  0.0000
H46 -0.761 -2.451 -2.969  -0.0009
H47 -1.732 -1.489 -0.921  -0.0223
H48 1.632 -2.466 1.269  -0.0004
H49 2.741 -3.420 -0.688  -0.0013
H50 3.733 -1.723 -4.394  0.0000
H51 6.184 -1.569 -3.901  0.0000
H52 6.082 -4.861 -1.497  0.0000
H53 3.652 -5.240 -1.937  0.0000

---

# 2
Here is a molecular structure, C37H53N2P3Pt from the Open Molecules 2025 dataset. Energies are from ωB97M-V/def2-TZVPD.

**Total charge**: +2
**Frontier orbital gap**: 8.51 eV

Last column: Löwdin charge in e.
Positions of all 96 atoms, in Å:
Pt1 0.137 -0.246 -0.204  0.6541
C1 2.134 -3.043 -1.796  -0.2608
C2 0.830 -3.644 -1.266  -0.3107
P1 -0.468 -2.380 -1.036  0.9176
C3 -1.216 -2.147 -2.670  -0.3587
C4 -1.791 -3.250 -3.306  -0.0729
C5 -2.368 -3.111 -4.556  -0.0465
C6 -2.391 -1.867 -5.177  -0.0478
C7 -1.849 -0.762 -4.539  -0.0603
C8 -1.264 -0.904 -3.289  -0.1206
C9 -1.817 -3.185 -0.128  -0.3951
C10 -3.013 -2.473 0.006  -0.1172
C11 -4.111 -3.048 0.622  -0.0578
C12 -4.027 -4.346 1.115  -0.0538
C13 -2.851 -5.066 0.972  -0.0526
C14 -1.750 -4.494 0.345  -0.0767
C15 2.784 -2.111 -0.766  -0.3162
P2 2.290 -0.366 -0.955  0.8653
C16 3.234 0.465 0.356  -0.3722
C17 4.118 1.514 0.118  -0.1000
C18 4.759 2.141 1.179  -0.0483
C19 4.528 1.719 2.480  -0.0507
C20 3.657 0.664 2.723  -0.0645
C21 3.009 0.040 1.669  -0.1153
C22 2.957 0.115 -2.557  -0.3631
C23 4.339 0.022 -2.754  -0.0876
C24 4.885 0.311 -3.993  -0.0438
C25 4.060 0.686 -5.046  -0.0419
C26 2.688 0.767 -4.861  -0.0487
C27 2.138 0.479 -3.620  -0.1026
H1 1.948 -2.528 -2.744  0.1066
H2 2.825 -3.850 -2.036  0.1242
H3 1.004 -4.158 -0.319  0.0918
H4 0.438 -4.371 -1.980  0.0990
H5 -1.797 -4.221 -2.823  0.1142
H6 -2.806 -3.970 -5.045  0.1187
H7 -2.846 -1.760 -6.153  0.1183
H8 -1.888 0.211 -5.013  0.1131
H9 -0.868 -0.039 -2.770  0.0502
H10 -3.103 -1.482 -0.431  0.1018
H11 -5.037 -2.495 0.703  0.1193
H12 -4.884 -4.799 1.594  0.1207
H13 -2.790 -6.083 1.336  0.1197
H14 -0.850 -5.083 0.231  0.1026
H15 3.874 -2.145 -0.813  0.1026
H16 2.499 -2.410 0.246  0.0843
H17 4.327 1.838 -0.894  0.1044
H18 5.450 2.951 0.986  0.1188
H19 5.034 2.204 3.304  0.1184
H20 3.489 0.322 3.736  0.1142
H21 2.317 -0.770 1.881  0.0863
H22 4.993 -0.274 -1.942  0.1147
H23 5.954 0.240 -4.140  0.1197
H24 4.488 0.910 -6.014  0.1197
H25 2.044 1.048 -5.683  0.1164
H26 1.067 0.527 -3.487  0.0725
C28 -0.032 -2.569 4.416  -0.0315
C29 -1.047 -1.655 3.739  -0.6088
C30 -1.020 -0.280 4.397  -0.0399
C31 -2.450 -2.255 3.810  -0.0269
N1 -0.590 -1.573 2.312  -0.0330
N2 -1.109 -0.445 1.587  -0.1093
H27 -0.318 -2.763 5.450  0.0986
H28 0.958 -2.114 4.404  0.0811
H29 0.026 -3.529 3.899  0.0875
H30 -1.253 -0.396 5.454  0.1034
H31 -1.767 0.407 3.992  0.0816
H32 -0.028 0.178 4.333  0.0888
H33 -2.799 -2.314 4.841  0.0996
H34 -2.458 -3.265 3.393  0.0792
H35 -3.172 -1.651 3.251  0.0803
H36 -0.963 -2.379 1.818  0.0639
H37 -0.843 0.364 2.133  0.0297
H38 -2.130 -0.433 1.540  0.0776
C32 -2.697 2.016 0.224  -0.1305
C33 -1.544 2.627 -0.562  -0.3750
P3 0.134 2.103 -0.049  0.8212
C34 1.230 3.018 -1.186  -0.3622
C35 0.863 4.467 -1.508  -0.1066
C36 0.408 2.752 1.644  -0.3574
C37 0.178 4.240 1.898  -0.1075
H39 -3.649 2.385 -0.153  0.0904
H40 -2.647 2.274 1.285  0.0786
H41 -2.711 0.930 0.124  0.0298
H42 -1.573 3.716 -0.477  0.0802
H43 -1.636 2.398 -1.627  0.0905
H44 1.250 2.436 -2.112  0.0582
H45 2.232 2.952 -0.763  0.0653
H46 -0.130 4.548 -1.950  0.0718
H47 1.571 4.855 -2.240  0.0880
H48 0.902 5.116 -0.638  0.0613
H49 1.433 2.459 1.898  0.0738
H50 -0.239 2.181 2.313  0.0553
H51 0.948 4.852 1.434  0.0675
H52 0.212 4.435 2.969  0.0866
H53 -0.793 4.576 1.533  0.0759

---

no.,total energy (Eh)
1,-3961.537067
2,-2694.197563